1.
DFT (wB97M-V/def2-TZVPD) results for C27H29N7O3RhSSe as an isolated structure.

Structure (XYZ):
```
69
Properties=species:S:1:pos:R:3
Rh 0.05 -0.33 0.09
N 6.89 7.32 0.48
C 6.13 6.46 0.41
C 5.18 5.38 0.33
C 5.31 4.42 -0.67
C 4.40 3.37 -0.74
C 3.35 3.29 0.17
C 3.22 4.27 1.15
C 4.13 5.30 1.24
C 2.36 2.18 0.08
C 2.83 0.86 0.06
C 4.17 0.44 0.12
C 4.19 -0.92 -0.11
C 2.86 -1.31 -0.28
N 2.03 -0.26 -0.16
C 1.04 2.55 -0.14
C 0.55 3.83 -0.50
C -0.76 3.68 -0.90
C -1.06 2.31 -0.75
N -0.01 1.64 -0.27
H 6.12 4.49 -1.39
H 4.49 2.64 -1.53
H 2.40 4.21 1.86
H 4.04 6.06 2.01
H 5.02 1.07 0.33
H 5.04 -1.58 -0.14
H 2.50 -2.30 -0.50
H 1.13 4.74 -0.51
H -1.44 4.43 -1.26
H -1.99 1.83 -0.99
C -1.36 1.64 4.59
C -1.42 0.12 4.36
C -2.80 -0.40 4.71
C -0.36 -0.58 5.21
N -1.21 -0.22 2.94
N -0.09 0.34 2.31
H -1.61 1.87 5.62
H -2.07 2.16 3.94
H -0.36 2.04 4.40
H -3.02 -0.23 5.76
H -2.87 -1.47 4.51
H -3.57 0.12 4.12
H -0.59 -0.48 6.27
H 0.64 -0.15 5.05
H -0.32 -1.64 4.95
H -2.02 -0.19 2.35
H 0.71 0.25 2.92
H -0.23 1.31 2.03
C -3.28 -2.37 -0.45
S -2.58 -0.80 -0.80
O -1.36 -0.98 -1.66
O -3.60 0.03 -1.35
O -2.01 -0.29 0.49
H -3.33 -2.94 -1.37
H -4.28 -2.20 -0.05
H -2.65 -2.88 0.29
Se -0.15 -3.33 -1.32
N 0.09 -2.41 0.23
C 0.34 -3.28 1.19
C 0.65 -2.97 2.56
C 0.83 -3.99 3.42
C 0.72 -5.38 3.02
C 0.46 -5.72 1.74
C 0.29 -4.67 0.77
N 0.08 -4.86 -0.51
H 0.74 -1.94 2.86
H 1.06 -3.77 4.45
H 0.85 -6.15 3.76
H 0.38 -6.75 1.42
```

Its HOMO-LUMO gap is 6.06 eV. The calculation puts the energy above the lowest of the compared OMol25 structures with the same formula, charge and spin at 1.609 eV. Its total energy is -124225.401 eV. Its HOMO energy is -10.84 eV. As for the total charge: +1.

So, what does the Mulliken scheme give us? The charges, in e, come out as: -0.1390 -0.4721 -0.1684 0.5695 -0.8653 -0.4893 -0.3630 -0.1814 -0.8972 1.5113 -0.1684 -0.4190 -1.4624 -0.3857 0.3304 0.1549 -0.6607 -1.5650 -0.2057 0.8631 0.4678 0.6158 0.5477 0.4692 0.6582 0.4583 0.5302 0.5654 0.4831 0.3972 -1.7806 1.3602 -1.8281 -1.3881 0.1582 -0.1722 0.4791 0.3878 0.3238 0.4425 0.3762 0.4493 0.5073 0.3530 0.1774 0.3532 0.2196 0.3637 -0.9924 1.2653 -0.6147 -0.5680 -0.6494 0.3893 0.4344 0.2736 0.3701 -0.0207 0.9408 -0.5401 -0.8383 -0.6314 -0.8029 0.7094 -0.7526 0.6777 0.4975 0.4094 0.4811

---

2.
DFT (wB97M-V/def2-TZVPD) results for a 12-piece molecular cluster, C23H72N20O14 overall.

Structure (XYZ):
```
129
Properties=species:S:1:pos:R:3
C 0.99 0.05 -0.86
C -0.34 -0.42 -0.37
O -0.98 -1.55 -1.07
H 1.68 -0.55 -0.33
H 1.10 1.08 -0.49
H 1.00 0.04 -1.96
H -1.06 0.42 -0.40
H -0.19 -0.68 0.67
H -0.83 -2.35 -0.57
C -6.01 -2.95 -0.49
O -5.16 -2.04 0.22
C -4.23 -2.66 1.04
C -3.19 -1.61 1.62
N -3.68 -0.37 2.12
C -2.64 0.40 2.85
C -3.07 1.77 3.22
O -4.33 1.73 3.91
C -4.96 2.97 3.90
H -6.22 -3.84 0.15
H -5.54 -3.41 -1.41
H -6.91 -2.38 -0.68
H -3.58 -3.35 0.53
H -4.72 -3.19 1.83
H -2.49 -1.34 0.81
H -2.73 -2.24 2.40
H -4.51 -0.57 2.68
H -1.73 0.45 2.33
H -2.41 -0.08 3.80
H -3.11 2.39 2.34
H -2.47 2.32 3.92
H -4.28 3.77 4.32
H -5.82 2.80 4.57
H -5.26 3.35 2.91
C 9.75 0.86 0.07
O 8.50 1.33 0.60
C 7.71 0.15 0.89
C 6.43 0.50 1.70
N 5.48 1.52 1.17
C 5.00 1.39 -0.28
C 3.89 2.31 -0.48
O 4.35 3.67 -0.39
C 3.48 4.66 0.10
H 10.31 1.77 -0.10
H 9.59 0.27 -0.88
H 10.26 0.26 0.86
H 8.43 -0.58 1.26
H 7.42 -0.25 -0.15
H 6.76 0.94 2.70
H 5.85 -0.36 1.87
H 5.85 2.44 1.30
H 4.69 0.41 -0.44
H 5.85 1.63 -0.97
H 3.18 2.15 0.32
H 3.47 2.13 -1.47
H 4.08 5.41 0.60
H 2.81 4.17 0.84
H 2.78 5.13 -0.63
C -3.43 -3.35 -3.55
O -2.50 -4.17 -3.54
N -3.46 -2.12 -2.81
N -4.64 -3.70 -4.03
H -2.49 -1.83 -2.51
H -4.16 -2.09 -2.09
H -4.71 -4.64 -4.37
H -5.29 -3.04 -4.45
C -0.51 -5.00 -0.22
O -0.59 -3.97 0.43
N 0.04 -6.13 0.31
N -0.86 -5.00 -1.51
H 0.57 -5.92 1.14
H 0.72 -6.55 -0.28
H -1.51 -4.31 -1.96
H -0.79 -5.85 -2.06
C 2.07 -1.94 2.75
O 3.06 -1.19 2.50
N 1.98 -3.16 2.13
N 1.01 -1.49 3.51
H 2.73 -3.26 1.47
H 1.09 -3.69 2.08
H 0.34 -2.16 3.87
H 1.19 -0.73 4.16
C -1.86 4.45 2.11
O -1.53 4.65 3.28
N -2.98 5.06 1.50
N -1.22 3.59 1.25
H -3.22 5.96 1.80
H -3.00 5.01 0.48
H -1.66 3.23 0.40
H -0.30 3.11 1.51
C -4.22 2.27 -0.38
O -4.03 3.28 -1.07
N -3.22 1.35 -0.17
N -5.43 2.06 0.31
H -3.34 0.53 0.44
H -2.59 1.24 -0.96
H -6.00 2.89 0.42
H -5.53 1.37 1.09
C 1.63 2.25 2.89
O 1.36 2.16 1.69
N 0.80 2.72 3.89
N 2.83 1.82 3.40
H 0.03 3.35 3.71
H 1.20 2.95 4.79
H 3.01 1.73 4.40
H 3.54 1.48 2.71
C -1.18 2.44 -2.84
O -1.95 1.51 -2.89
N 0.08 2.33 -3.29
N -1.50 3.51 -2.11
H 0.73 3.11 -3.48
H 0.30 1.36 -3.61
H -0.87 4.31 -2.10
H -2.50 3.68 -1.90
C 0.10 -0.82 -5.04
O 0.97 -0.16 -4.49
N 0.38 -1.92 -5.95
N -1.19 -0.54 -4.68
H 1.30 -1.64 -6.28
H -0.26 -1.93 -6.71
H -2.00 -1.10 -5.11
H -1.31 0.17 -3.91
C 2.21 -3.85 -2.00
O 2.28 -4.80 -1.24
N 2.64 -2.57 -1.51
N 1.85 -3.94 -3.33
H 2.27 -1.79 -2.00
H 2.44 -2.54 -0.50
H 1.60 -3.16 -3.89
H 1.28 -4.72 -3.54
```

Its HOMO-LUMO gap is 8.85 eV. Its total energy is -83492.518 eV. Its HOMO energy is -8.44 eV. The structure (SMILES) is COCCNCCOC.COCCNCCOC.NC(N)=O.NC(N)=O.NC(N)=O.NC(N)=O.NC(N)=O.NC(N)=O.NC(N)=O.NC(N)=O.NC(N)=O.CCO. As for the total charge: 0.

Here are the Mulliken charges for atoms 1 to 99, given in e: -1.1692 2.3004 1.8834 0.1416 0.1929 0.0914 -1.5394 0.0179 -0.8304 -0.8612 -0.2290 -1.2115 0.5612 -0.3211 -0.3894 0.4774 -0.4907 -0.6337 0.3340 0.3332 0.2118 0.5236 0.5494 -0.7011 0.4100 0.3988 -0.1984 0.5955 -0.5391 0.5882 0.2536 0.2974 0.1540 -0.7096 -0.3202 -0.4484 -0.9093 0.0200 -1.1118 0.7900 -0.4407 -0.2324 0.2576 0.2707 0.3099 0.5243 0.2354 0.3662 0.2200 0.2576 0.7396 0.2337 -0.6937 0.3139 0.2878 -0.1231 0.2384 0.3914 -0.7388 -0.2696 -0.3583 -0.0477 0.0903 0.2485 0.2329 0.2482 -0.4700 -0.6500 0.0255 0.3094 0.2915 -0.0019 0.2091 0.3393 -0.5587 -0.2999 -0.2781 0.2156 0.1226 0.2111 0.2168 0.4836 -0.7447 -0.2206 0.2339 0.2991 0.1481 -0.1033 -0.1283 0.3921 -0.8054 0.9098 -0.4106 -0.2477 -0.7095 0.2845 0.2122 0.4036 -0.3741

---

3.
DFT (wB97M-V/def2-TZVPD) results for C25H41GaNO17 as an isolated structure.

Structure (XYZ):
```
85
Properties=species:S:1:pos:R:3
O 2.86 -2.38 2.01
C 2.88 -3.02 3.11
N 3.32 -3.76 4.09
Ga 1.85 -4.97 4.57
C 2.32 -6.95 4.17
C 1.74 -7.46 2.72
C 2.87 -8.19 1.85
C 2.95 -7.82 0.29
O 2.05 -6.78 -0.17
H 0.44 -4.52 3.93
H 1.71 -4.87 6.19
H 1.81 -7.59 4.99
H 3.47 -7.05 4.21
H 1.26 -6.54 2.25
H 0.92 -8.24 2.95
H 3.91 -8.02 2.31
H 2.66 -9.33 1.91
H 4.03 -7.49 0.05
H 2.76 -8.76 -0.36
H 2.29 -5.98 0.34
C -2.38 -0.30 1.28
C -1.66 -0.96 2.44
C -0.73 -2.06 2.02
O -0.70 -2.89 3.17
C -1.90 -2.74 3.78
O -2.34 -3.47 4.62
O -2.57 -1.65 3.29
H -1.91 -0.54 0.32
H -3.43 -0.59 1.24
H -2.34 0.79 1.37
H -1.13 -0.20 3.04
H 0.26 -1.70 1.76
H -1.12 -2.65 1.18
C -2.30 1.07 -4.80
C -1.57 0.41 -3.64
C -0.65 -0.70 -4.06
O -0.62 -1.53 -2.91
C -1.83 -1.38 -2.31
O -2.26 -2.11 -1.46
O -2.49 -0.28 -2.78
H -1.83 0.83 -5.76
H -3.35 0.79 -4.84
H -2.26 2.16 -4.70
H -1.05 1.16 -3.03
H 0.34 -0.33 -4.32
H -1.04 -1.28 -4.90
C 3.45 4.44 -2.89
C 2.13 4.24 -2.17
C 2.08 2.98 -1.37
O 0.69 2.69 -1.34
C 0.18 3.18 -2.50
O -0.89 2.90 -2.95
O 1.06 4.05 -3.09
H 4.24 3.79 -2.50
H 3.36 4.27 -3.97
H 3.80 5.47 -2.76
H 1.89 5.12 -1.56
H 2.47 3.11 -0.36
H 2.60 2.14 -1.84
C -5.79 -1.77 -0.04
C -6.77 -1.04 0.86
C -8.15 -0.95 0.28
O -8.66 0.23 0.89
C -7.59 1.03 1.10
O -7.66 2.21 1.35
O -6.42 0.34 0.99
H -6.30 -2.35 -0.81
H -5.08 -1.09 -0.52
H -5.21 -2.49 0.55
H -6.78 -1.48 1.86
H -8.76 -1.82 0.53
H -8.16 -0.81 -0.80
C 4.51 9.60 -1.97
C 4.06 8.75 -0.79
C 4.97 8.85 0.39
O 4.77 7.61 1.05
C 4.46 6.72 0.07
O 4.48 5.52 0.20
O 4.12 7.36 -1.10
H 5.25 10.34 -1.68
H 4.92 8.98 -2.78
H 3.66 10.15 -2.38
H 3.02 8.99 -0.52
H 4.72 9.69 1.05
H 6.03 8.93 0.12
```

Its HOMO-LUMO gap is 5.72 eV. Its total energy is -115263.160 eV. Its HOMO energy is -4.40 eV. As for the total charge: -1.

So, what does the Mulliken scheme give us? The charges, in e, come out as: -0.6381 0.6376 -0.4431 0.2088 -0.7492 -0.2103 -0.4442 -0.3646 -0.5077 -0.1168 -0.3189 0.2080 0.2568 0.0986 0.2214 0.2642 0.2005 0.1790 0.2443 0.2929 -0.8063 0.5260 -0.5538 -0.0038 0.4641 -0.5453 -0.4483 0.0088 0.0601 0.3921 0.1787 0.3842 0.2436 -1.4377 1.1038 -0.7228 -0.3056 0.5370 -0.4884 -0.3456 0.3553 0.3380 0.3052 0.0900 0.3311 0.3489 -1.2030 0.8298 -0.6652 -0.2348 0.5210 -0.6217 -0.3641 0.3336 0.4281 0.0587 0.1977 0.3054 0.3664 -1.3086 0.6631 -0.6074 -0.3231 0.5446 -0.5602 -0.2867 0.4516 0.2155 0.3065 0.2655 0.3295 0.3391 -1.2986 0.4931 -0.6450 -0.3231 0.5655 -0.5011 -0.2725 0.3737 0.3270 0.3173 0.2748 0.3306 0.3487

---

4.
DFT (wB97M-V/def2-TZVPD) results for C37H51FN5O4PPt as an isolated structure.

Structure (XYZ):
```
100
Properties=species:S:1:pos:R:3
Pt -0.07 0.20 -0.19
C 1.04 6.44 4.65
C 0.79 5.03 5.15
N 0.24 4.16 4.10
C 1.09 3.41 3.38
C 0.74 2.58 2.36
C 1.84 1.76 1.75
O 2.99 1.99 2.06
O 1.51 0.78 0.97
C -0.62 2.50 1.97
O -1.06 1.83 1.00
C -1.55 3.35 2.71
C -2.90 3.35 2.38
C -3.78 4.13 3.07
F -5.09 4.05 2.74
C -3.37 4.97 4.12
C -2.03 4.97 4.44
C -1.11 4.16 3.76
N -4.25 5.83 4.81
C -4.21 5.86 6.27
C -4.31 7.32 6.73
N -5.09 8.08 5.68
C -6.21 7.23 5.15
C -5.60 6.10 4.32
H 1.41 7.07 5.46
H 0.13 6.90 4.24
H 1.79 6.44 3.86
H 0.10 5.02 6.00
H 1.71 4.57 5.49
H 2.14 3.46 3.66
H -3.25 2.71 1.58
H -1.68 5.66 5.20
H -3.28 5.44 6.64
H -5.02 5.27 6.70
H -3.34 7.80 6.81
H -4.85 7.42 7.67
H -4.46 8.30 4.91
H -5.44 8.96 6.06
H -6.88 7.86 4.56
H -6.76 6.87 6.02
H -5.54 6.40 3.27
H -6.27 5.24 4.38
C 0.04 -1.49 2.51
N -0.51 -1.31 1.17
C -1.45 -2.09 0.73
C -2.02 -1.83 -0.53
C -2.98 -2.43 -1.35
C -3.05 -1.66 -2.51
C -2.12 -0.62 -2.38
N -1.51 -0.73 -1.20
C -0.66 -0.69 3.59
C 0.08 -0.27 4.69
C -0.55 0.35 5.77
C -1.92 0.55 5.74
C -2.66 0.15 4.64
C -2.03 -0.46 3.56
H 1.10 -1.25 2.48
H -0.05 -2.55 2.77
H -1.79 -2.93 1.34
H -3.55 -3.31 -1.11
H -3.68 -1.83 -3.36
H -1.86 0.16 -3.07
H 1.15 -0.45 4.72
H 0.03 0.64 6.63
H -2.42 1.01 6.59
H -3.73 0.30 4.62
H -2.62 -0.77 2.71
C 1.82 0.10 -3.88
C 2.46 -0.15 -2.52
P 1.50 -1.07 -1.30
C 2.63 -1.73 -0.04
C 4.04 -2.07 -0.52
C 0.76 -2.49 -2.16
C 1.77 -3.47 -2.75
H 2.52 0.67 -4.49
H 0.90 0.65 -3.79
H 1.64 -0.84 -4.40
H 2.83 0.76 -2.03
H 3.33 -0.81 -2.65
H 2.12 -2.60 0.38
H 2.69 -0.98 0.75
H 4.06 -2.83 -1.31
H 4.61 -2.45 0.32
H 4.56 -1.18 -0.88
H 0.11 -2.08 -2.94
H 0.10 -2.99 -1.45
H 2.52 -2.98 -3.37
H 1.24 -4.18 -3.38
H 2.28 -4.04 -1.97
C -0.93 3.04 -3.09
C -0.58 2.70 -1.65
C 0.19 3.83 -1.00
O 0.22 1.52 -1.64
H -1.49 3.98 -3.13
H -1.53 2.27 -3.56
H -0.02 3.18 -3.68
H -1.51 2.54 -1.10
H 1.09 4.06 -1.58
H 0.51 3.56 0.01
H -0.41 4.74 -0.94
```

Its HOMO-LUMO gap is 7.61 eV. The calculation puts the energy above the lowest of the compared OMol25 structures with the same formula, charge and spin at 0.215 eV. Its total energy is -70078.661 eV. Its HOMO energy is -12.43 eV. As for the total charge: +2.

Here are the Mulliken charges for atoms 1 to 99, given in e: 1.9875 -1.0431 -1.1159 0.3520 -0.1529 0.0881 0.0479 -0.7493 0.2789 0.4980 -1.4369 0.8351 -0.6275 0.3700 -0.3672 -1.4363 -0.5065 -0.2743 0.2507 -0.6971 -0.7552 -0.1481 -0.7684 -0.7185 0.3978 0.3000 0.3634 0.4986 0.5052 0.6839 0.6057 0.8781 0.4924 0.3391 0.4331 0.3698 0.3743 0.3441 0.4019 0.3599 0.5014 0.4138 -1.9752 0.1640 0.0817 -0.1457 -1.0877 -0.9162 -0.8293 0.8150 0.9854 -0.2826 -0.8161 -0.5411 -0.7323 -0.1614 0.2183 0.7211 0.5749 0.5770 0.4902 0.3264 0.4204 0.4666 0.4727 0.4594 0.3076 -1.2789 -0.8204 0.7631 -0.4302 -1.5605 -0.4442 -1.5118 0.4396 0.1150 0.3351 0.4264 0.7304 0.5261 0.1048 0.3219 0.4627 0.3834 0.4849 0.3892 0.3884 0.4120 0.3581 -1.5320 0.7065 -1.3315 -0.4281 0.4462 0.3145 0.3112 0.1274 0.3940 0.2544